# 1
Formula: C53H62BrClFeN2O4P2
Source: the OMol25 dataset
Level of theory: ωB97M-V/def2-TZVPD

The geometry in XYZ format:
```
126
C53H62BrClFeN2O4P2 ωB97M-V/def2-TZVPD
Fe 0.410 -0.260 -0.594
C -2.314 -7.947 -2.331
C -2.937 -6.834 -1.483
C -3.154 -7.384 -0.064
C -4.290 -6.455 -2.102
C -2.053 -5.598 -1.396
C -2.491 -4.481 -0.684
C -1.658 -3.399 -0.553
Br -2.251 -1.804 0.336
C -0.340 -3.314 -1.068
O 0.387 -2.301 -0.776
C 0.044 -4.410 -1.891
C -0.802 -5.505 -1.995
C 1.359 -4.449 -2.658
C 2.227 -5.557 -2.045
C 1.077 -4.755 -4.139
C 2.136 -3.131 -2.601
H -2.991 -8.798 -2.369
H -1.377 -8.287 -1.896
H -2.138 -7.618 -3.353
H -3.762 -8.287 -0.096
H -3.652 -6.655 0.571
H -2.195 -7.631 0.388
H -4.931 -7.332 -2.168
H -4.145 -6.056 -3.103
H -4.800 -5.704 -1.504
H -3.471 -4.437 -0.233
H -0.458 -6.332 -2.594
H 1.764 -6.534 -2.169
H 2.354 -5.367 -0.982
H 3.207 -5.576 -2.515
H 0.624 -5.734 -4.275
H 2.005 -4.729 -4.706
H 0.403 -4.007 -4.553
H 2.423 -2.892 -1.581
H 1.530 -2.304 -2.972
H 3.035 -3.213 -3.212
Cl 7.176 3.042 -2.415
C 5.806 2.167 -1.804
C 6.010 0.953 -1.129
C 4.946 0.222 -0.694
C 3.591 0.640 -0.899
O 2.623 -0.071 -0.508
C 3.426 1.922 -1.536
C 2.134 2.484 -1.695
O 1.051 1.953 -1.441
C 4.543 2.650 -1.982
H 7.018 0.609 -0.965
H 5.101 -0.712 -0.178
H 2.125 3.530 -2.065
H 4.385 3.592 -2.485
C 1.290 2.465 2.629
C 0.288 2.747 1.509
P -1.434 2.250 2.054
C -2.089 3.974 2.257
C -2.307 4.844 1.193
C -2.780 6.123 1.416
C -3.040 6.558 2.706
C -2.825 5.702 3.771
C -2.354 4.419 3.546
C -2.278 1.915 0.445
C -1.757 2.322 -0.779
C -2.468 2.130 -1.950
C -3.721 1.548 -1.918
C -4.244 1.129 -0.706
C -3.530 1.304 0.468
C 1.789 1.022 2.558
P 0.386 -0.199 2.460
C 1.245 -1.822 2.255
C 0.405 -2.930 2.381
C 0.893 -4.214 2.235
C 2.241 -4.412 1.981
C 3.081 -3.321 1.853
C 2.590 -2.032 1.982
C 0.152 -0.396 4.278
C -1.035 -0.030 4.893
C -1.171 -0.134 6.269
C -0.123 -0.607 7.039
C 1.058 -0.999 6.429
C 1.192 -0.898 5.058
H 0.839 2.660 3.610
H 2.151 3.136 2.526
H 0.562 2.130 0.648
H 0.318 3.802 1.224
H -2.116 4.516 0.183
H -2.952 6.778 0.573
H -3.401 7.562 2.877
H -3.039 6.037 4.777
H -2.190 3.750 4.378
H -0.810 2.832 -0.819
H -2.033 2.462 -2.881
H -4.291 1.429 -2.829
H -5.216 0.659 -0.682
H -3.950 0.969 1.408
H 2.434 0.805 3.413
H 2.361 0.894 1.636
H -0.646 -2.780 2.599
H 0.224 -5.061 2.314
H 2.636 -5.416 1.885
H 4.131 -3.477 1.649
H 3.255 -1.194 1.863
H -1.851 0.338 4.289
H -2.095 0.156 6.748
H -0.222 -0.674 8.114
H 1.873 -1.383 7.026
H 2.111 -1.221 4.591
C -2.363 -1.881 -3.604
N -1.594 -1.053 -4.509
C -1.506 -1.574 -5.855
C -0.632 -0.241 -3.974
O -0.311 -0.317 -2.788
N -0.059 0.651 -4.840
C -0.814 1.339 -5.862
C 1.169 1.309 -4.460
H -3.333 -2.083 -4.057
H -2.515 -1.342 -2.673
H -1.860 -2.831 -3.390
H -1.359 -2.658 -5.820
H -0.666 -1.136 -6.382
H -2.425 -1.372 -6.407
H -1.845 0.996 -5.865
H -0.369 1.189 -6.849
H -0.807 2.412 -5.650
H 1.657 0.727 -3.681
H 0.986 2.319 -4.084
H 1.822 1.378 -5.333
```

Properties
E_LUMO (spin up / spin down): 0.1 / 0.1 eV
2S+1: 5
E_tot: -202669.06828 eV
Frontier orbital gap (spin up / spin down): 7.2189 / 7.1963 eV


# 2
Formula: C53H79N9O15
Source: the OMol25 dataset
Level of theory: ωB97M-V/def2-TZVPD

The geometry in XYZ format:
```
156
C53H79N9O15 ωB97M-V/def2-TZVPD
N -29.266 7.531 21.692
C -29.219 8.326 22.827
C -28.432 9.499 22.983
C -27.695 9.907 21.814
C -27.697 9.118 20.658
C -28.451 7.933 20.684
H -29.826 8.026 23.669
H -28.488 10.173 23.825
H -27.122 10.822 21.781
H -27.020 9.334 19.845
H -28.398 7.255 19.845
N -26.488 8.580 14.572
C -27.037 8.628 15.824
C -28.166 7.874 16.177
C -28.725 7.011 15.220
C -28.106 6.859 13.998
C -27.076 7.769 13.651
H -26.483 9.323 16.438
H -28.661 7.821 17.135
H -29.568 6.397 15.498
H -28.487 6.192 13.239
H -26.674 7.719 12.650
C -25.197 11.081 12.292
C -25.272 11.747 13.653
O -26.524 12.402 13.594
C -27.284 11.816 12.671
O -28.498 12.024 12.509
O -26.522 11.126 11.878
H -24.857 10.053 12.412
H -24.591 11.639 11.578
H -24.426 12.387 13.907
H -25.229 11.013 14.457
C -26.550 4.521 18.506
C -26.161 5.154 17.154
O -25.355 6.198 17.565
C -25.494 6.463 18.866
O -24.855 7.316 19.462
O -26.267 5.520 19.455
H -25.980 3.598 18.611
H -27.632 4.405 18.458
H -27.008 5.505 16.565
H -25.756 4.396 16.482
C -21.659 14.378 19.527
C -21.339 12.998 19.091
O -20.248 12.691 19.848
C -19.713 13.796 20.312
O -18.687 13.869 20.988
O -20.367 14.828 19.945
H -22.380 14.451 20.341
H -22.019 14.983 18.694
H -21.214 12.984 18.008
H -22.159 12.311 19.298
C -25.847 13.646 17.317
C -26.873 14.351 18.279
O -27.772 13.241 18.505
C -27.330 12.083 18.125
O -27.938 11.018 18.320
O -26.149 12.245 17.450
H -24.805 13.878 17.536
H -26.022 13.911 16.274
H -27.375 15.074 17.637
H -26.414 14.722 19.195
C -23.264 7.849 22.126
C -24.645 8.353 22.574
O -24.581 8.378 23.999
C -23.474 7.842 24.395
O -23.132 7.656 25.541
O -22.634 7.670 23.371
H -22.742 8.586 21.515
H -23.248 6.922 21.553
H -25.452 7.750 22.158
H -24.684 9.361 22.160
C -20.499 11.541 13.614
C -21.148 12.742 12.900
C -21.204 13.995 13.788
C -22.081 13.888 14.933
N -22.862 13.809 15.741
H -19.451 11.765 13.813
H -20.503 10.662 12.970
H -21.028 11.344 14.546
H -22.182 12.456 12.705
H -20.677 12.762 11.917
H -21.583 14.816 13.179
H -20.222 14.213 14.207
C -17.524 10.162 21.369
C -19.037 9.624 21.433
C -19.213 8.159 21.812
C -18.717 8.051 23.211
N -18.378 7.983 24.293
H -17.530 11.157 20.926
H -16.848 9.479 20.856
H -17.141 10.337 22.375
H -19.361 9.784 20.405
H -19.627 10.262 22.091
H -18.732 7.414 21.178
H -20.264 7.877 21.863
C -21.334 9.471 18.558
C -22.207 10.080 17.437
C -23.683 9.997 17.596
C -24.129 10.359 18.932
N -24.478 10.718 19.991
H -20.252 9.587 18.487
H -21.482 8.396 18.665
H -21.569 9.939 19.514
H -21.864 9.602 16.519
H -21.920 11.124 17.307
H -24.025 9.014 17.274
H -24.164 10.752 16.974
C -21.978 5.304 15.793
C -22.877 5.305 14.554
C -23.901 6.484 14.406
C -23.202 7.741 14.181
N -22.654 8.759 13.975
H -21.122 4.656 15.605
H -22.550 4.944 16.649
H -21.637 6.318 15.999
H -23.605 4.503 14.674
H -22.381 5.110 13.604
H -24.647 6.601 15.193
H -24.468 6.385 13.480
C -22.394 11.642 22.775
C -21.756 10.992 24.018
C -20.750 12.005 24.825
C -21.414 13.252 25.240
N -21.952 14.221 25.560
H -22.764 12.650 22.968
H -23.182 11.047 22.315
H -21.687 11.764 21.955
H -21.262 10.060 23.745
H -22.499 10.664 24.745
H -19.853 12.253 24.258
H -20.416 11.552 25.758
C -21.247 5.335 19.776
C -22.154 4.265 20.354
C -21.376 3.039 20.785
C -20.270 3.189 21.743
N -19.368 3.289 22.491
H -21.910 6.102 19.375
H -20.638 5.039 18.922
H -20.529 5.739 20.490
H -22.983 3.999 19.699
H -22.508 4.706 21.286
H -21.064 2.554 19.861
H -21.985 2.268 21.256
C -18.691 11.659 16.886
C -17.567 11.472 17.937
C -16.233 11.409 17.334
C -15.254 10.981 18.321
N -14.461 10.606 19.090
H -18.668 10.892 16.113
H -18.586 12.618 16.379
H -19.660 11.840 17.354
H -17.810 10.511 18.390
H -17.639 12.317 18.622
H -15.864 12.334 16.893
H -16.198 10.581 16.626
```

Properties
E_LUMO: -0.4 eV
E_tot: -100361.66950 eV
Frontier orbital gap: 9.0229 eV
Energy relative to the best compared isomer or geometry (same formula, charge and spin): 120.5 kJ/mol


# 3
Formula: C53H80F4O28S
Source: the OMol25 dataset
Level of theory: ωB97M-V/def2-TZVPD

The geometry in XYZ format:
```
166
C53H80F4O28S ωB97M-V/def2-TZVPD
F 1.632 8.462 1.464
C 0.772 7.594 0.902
C 0.571 6.318 1.404
C -0.430 5.525 0.873
C -1.228 6.022 -0.159
C -0.973 7.267 -0.702
C 0.029 8.072 -0.160
H 1.168 5.949 2.228
H -0.567 4.555 1.325
H -2.056 5.448 -0.557
H -1.581 7.679 -1.496
H 0.236 9.049 -0.573
F 4.785 1.579 0.633
C 4.450 2.068 1.844
C 3.332 2.867 1.942
C 3.005 3.477 3.162
C 3.775 3.107 4.264
C 4.787 2.161 4.198
C 5.114 1.625 2.962
H 2.677 2.989 1.087
H 2.122 4.091 3.224
H 3.498 3.574 5.202
H 5.340 1.924 5.095
H 5.978 0.977 2.860
F 2.245 -1.697 -1.112
C 1.179 -1.013 -0.717
C -0.131 -1.460 -0.925
C -1.235 -0.717 -0.507
C -1.017 0.523 0.158
C 0.280 0.893 0.441
C 1.351 0.194 -0.071
H -0.239 -2.417 -1.425
H -2.241 -1.058 -0.717
H -1.843 1.175 0.403
H 0.440 1.832 0.957
H 2.379 0.530 0.037
F -3.287 -0.427 2.921
C -3.942 -0.987 1.887
C -3.818 -2.312 1.545
C -4.361 -2.824 0.384
C -5.154 -2.015 -0.424
C -5.364 -0.692 -0.036
C -4.746 -0.173 1.093
H -3.224 -2.991 2.144
H -4.041 -3.824 0.123
H -5.541 -2.411 -1.353
H -5.995 -0.086 -0.671
H -4.878 0.882 1.305
C 0.819 2.593 5.735
S -0.715 2.546 4.751
O -0.268 2.489 3.310
C -1.191 0.854 5.127
H 1.390 3.510 5.623
H 1.396 1.731 5.413
H 0.563 2.586 6.796
H -1.246 0.699 6.205
H -0.608 0.131 4.565
H -2.227 0.752 4.795
C 0.242 -0.166 -4.251
O -0.170 1.038 -3.628
C 0.642 2.036 -3.415
O 1.827 2.087 -3.591
O -0.088 3.017 -2.855
C 0.674 4.082 -2.298
H 1.284 -0.429 -4.073
H 0.127 -0.032 -5.331
H -0.401 -0.984 -3.950
H 0.013 4.882 -1.986
H 1.471 4.369 -2.981
H 1.157 3.724 -1.382
C -2.148 -7.245 0.228
O -0.868 -6.621 0.378
C -0.810 -5.356 0.732
O -1.715 -4.560 0.753
O 0.458 -5.064 1.018
C 0.778 -3.855 1.687
H -2.740 -6.669 -0.486
H -2.646 -7.234 1.196
H -1.959 -8.236 -0.166
H 0.608 -3.806 2.763
H 0.313 -2.964 1.260
H 1.834 -3.606 1.578
C 4.335 -1.437 0.881
O 4.550 -2.069 2.146
C 5.260 -1.536 3.107
O 5.941 -0.539 3.017
O 5.128 -2.291 4.189
C 5.754 -1.789 5.366
H 4.189 -2.131 0.064
H 5.147 -0.729 0.726
H 3.416 -0.851 0.966
H 6.823 -1.641 5.245
H 5.569 -2.498 6.171
H 5.257 -0.863 5.662
C 7.501 -3.289 -3.322
O 6.763 -2.187 -3.826
C 5.733 -1.739 -3.106
O 5.411 -2.159 -2.020
O 5.186 -0.736 -3.758
C 4.219 0.025 -3.047
H 8.107 -3.653 -4.145
H 6.828 -4.082 -2.994
H 8.128 -3.001 -2.479
H 3.407 -0.648 -2.782
H 3.922 0.893 -3.625
H 4.631 0.461 -2.131
C -7.722 1.471 -4.329
O -6.600 1.162 -3.526
C -5.762 2.129 -3.139
O -5.997 3.301 -3.237
O -4.703 1.525 -2.627
C -3.689 2.370 -2.088
H -7.501 2.278 -5.023
H -8.616 1.651 -3.730
H -7.966 0.554 -4.866
H -3.406 3.180 -2.759
H -2.820 1.727 -1.946
H -3.967 2.751 -1.104
C 2.235 -0.151 3.534
O 2.560 -1.525 3.436
C 2.519 -2.242 4.564
O 2.118 -1.818 5.620
O 2.911 -3.463 4.284
C 2.888 -4.436 5.325
H 3.044 0.396 4.025
H 1.402 0.066 4.200
H 2.062 0.204 2.524
H 2.819 -5.409 4.835
H 2.004 -4.309 5.945
H 3.858 -4.432 5.821
C -2.887 3.671 2.159
O -3.828 4.678 1.820
C -4.869 4.292 1.098
O -5.101 3.142 0.809
O -5.575 5.338 0.736
C -6.751 5.025 -0.045
H -3.320 2.965 2.872
H -2.090 4.154 2.710
H -2.481 3.091 1.335
H -6.451 4.807 -1.067
H -7.350 5.930 -0.092
H -7.273 4.232 0.480
C -2.320 -4.072 -2.792
O -2.218 -3.318 -3.989
C -3.178 -2.396 -4.141
O -4.268 -2.376 -3.642
O -2.710 -1.469 -4.951
C -3.334 -0.223 -5.140
H -1.394 -4.619 -2.623
H -3.142 -4.787 -2.883
H -2.474 -3.400 -1.945
H -2.807 0.459 -4.464
H -4.381 -0.094 -4.861
H -3.231 0.172 -6.148
C 0.025 -3.714 -6.364
O 0.634 -4.627 -5.472
C 0.953 -4.243 -4.258
O 0.835 -3.114 -3.836
O 1.475 -5.240 -3.563
C 1.884 -4.980 -2.217
H -0.519 -4.337 -7.070
H 0.704 -3.035 -6.878
H -0.706 -3.089 -5.850
H 1.073 -4.777 -1.530
H 2.705 -4.261 -2.276
H 2.444 -5.875 -1.941
```

Properties
E_LUMO: 0.4 eV
E_tot: -135291.22149 eV
Frontier orbital gap: 9.2454 eV


Q: Among the records above, which one has the highest E_tot?
A: C53H79N9O15


Q: Which of these has the lowest E_tot?
A: C53H62BrClFeN2O4P2


Q: Look up the E_tot of the third one.
A: -135291.22149 eV


Q: Which of these has the lowest E_tot?
A: C53H62BrClFeN2O4P2